Entry 1:
The following is a DFT calculation (ωB97M-V/def2-TZVPD) of a cluster of 2 separate species, C6H4N8O in total at a distorted geometry.

Values from the calculation:
E_LUMO   0.3112 eV
HOMO energy   -8.15 eV
E_tot   -20252.4722 eV
Energy relative to the best compared isomer or geometry (same formula, charge and spin)   0.00 kJ/mol

Last column: Löwdin charge in e.
Geometry (Å):
1 C 2.267433 -0.603587 0.270651  -0.108
2 C -1.770643 1.044986 0.005179  -0.142
3 C 2.454988 -1.712914 -0.519722  -0.080
4 C -1.941581 -0.324435 -0.217340  -0.292
5 C 0.339872 -1.259245 -0.326259  -0.353
6 C -1.021116 -1.357469 -0.617857  -0.223
7 N 0.922210 -0.339574 0.378464  0.119
8 N -2.873168 1.660303 0.226928  0.081
9 N -3.234021 -0.494523 -0.329431  0.119
10 N -1.436713 -2.141429 -1.530178  -0.005
11 N -0.611590 -1.924208 2.227064  0.063
12 N -1.719533 -2.821728 -2.388746  0.291
13 N -1.601637 -1.574435 2.537191  0.076
14 N -3.774607 0.721868 -0.066831  -0.045
15 O 1.207914 -2.169288 -0.935032  0.038
16 H 3.016193 0.104727 0.533933  0.098
17 H -0.858091 1.544293 0.305516  0.103
18 H 3.277992 -2.025618 -1.205818  0.132
19 H -4.733049 0.772558 0.114403  0.128

Atoms 1-3, force components in eV/Å:
C 0.23 -1.46 -1.75
C 3.73 0.69 1.88
C 0.25 0.86 -0.99



Entry 2:
The following is a DFT calculation (ωB97M-V/def2-TZVPD) of a cluster of 2 separate species, C6H4O in total at a distorted geometry.

Values from the calculation:
E_LUMO   -0.3004 eV
HOMO energy   -9.05 eV
E_tot   -8328.1745 eV
Energy relative to the best compared isomer or geometry (same formula, charge and spin)   411.58 kJ/mol

Last column: Löwdin charge in e.
Geometry (Å):
1 C 1.726003 0.010732 -1.162443  -0.026
2 C 1.379807 -0.810181 -0.197158  -0.141
3 C 0.785957 -1.421612 0.764646  0.004
4 C -0.308599 -1.054123 1.432303  -0.242
5 O -1.149218 -1.003941 2.226729  0.193
6 H 2.357338 0.869917 -0.962431  0.083
7 H 1.402001 -0.166891 -2.182997  0.085
8 C -0.963747 0.748273 -0.044118  -0.033
9 C -2.119479 0.978152 0.192491  0.052
10 H 0.029497 0.669951 -0.477057  -0.003
11 H -3.139560 1.179723 0.410036  0.028

Atoms 1-3, force components in eV/Å:
C 0.58 -0.48 -0.03
C -0.21 0.28 -0.07
C 0.10 0.21 -0.16



Entry 3:
The following is a DFT calculation (ωB97M-V/def2-TZVPD) of the molecule C6H4O at a distorted geometry.

Values from the calculation:
E_LUMO   -0.2871 eV
HOMO energy   -9.16 eV
E_tot   -8326.1047 eV
Energy relative to the best compared isomer or geometry (same formula, charge and spin)   611.28 kJ/mol

Last column: Löwdin charge in e.
Geometry (Å):
1 C -2.904913 0.547467 -0.629508  0.098
2 C -1.771410 0.897920 -0.276556  -0.086
3 C -0.396168 1.526735 0.044032  -0.003
4 C 0.621900 0.666532 -0.377180  0.042
5 C 1.251596 -0.342080 -0.161677  -0.292
6 C 1.768762 -1.376334 0.579859  -0.113
7 O 1.902161 -1.475123 -0.872954  0.003
8 H -3.921796 0.655055 -0.860331  0.012
9 H -0.018823 2.412664 0.321978  0.046
10 H 2.681016 -1.690015 1.187263  0.143
11 H 0.787676 -1.822820 1.045070  0.151

Atoms 1-3, force components in eV/Å:
C 4.00 1.72 1.39
C -0.80 1.52 0.22
C 0.19 -7.66 -3.91



Entry 4:
The following is a DFT calculation (ωB97M-V/def2-TZVPD) of the molecule C6H4O3S2 at a distorted geometry.

Values from the calculation:
E_LUMO (alpha / beta)   -0.7303 / -0.7301 eV
HOMO energy (alpha / beta)   -8.70 / -8.70 eV
E_tot   -34095.0581 eV
Energy relative to the best compared isomer or geometry (same formula, charge and spin)   401.59 kJ/mol

Last column: Löwdin charge in e.
Geometry (Å):
1 C -0.300987 -0.150060 -0.720599  -0.072
2 C -0.346452 0.988901 -1.386655  -0.226
3 C 1.347255 1.934445 -0.319912  -0.485
4 C 2.069807 -0.450056 0.245292  -0.816
5 C 1.928798 2.856327 0.380024  -0.198
6 C 0.589860 -0.501085 0.504606  -0.266
7 O 2.471179 3.382946 1.263246  0.200
8 O 4.275684 -1.686493 -0.029379  -0.581
9 O 0.324556 2.111317 -1.285893  -0.014
10 S 2.700655 0.804215 -0.772377  1.073
11 S 3.012408 -1.790990 0.632814  0.895
12 H -0.816750 -1.040030 -1.153484  0.120
13 H -1.020185 1.195077 -2.203953  0.133
14 H 0.327549 0.272689 1.171725  0.081
15 H 0.313908 -1.498463 1.104658  0.154

Atoms 1-3, force components in eV/Å:
C 0.60 -2.61 0.24
C -2.15 -0.99 -1.50
C 0.35 -0.56 -3.37



Entry 5:
The following is a DFT calculation (ωB97M-V/def2-TZVPD) of a structure of composition C6H5AsF14NaO4 at a distorted geometry.

Values from the calculation:
E_LUMO (alpha / beta)   -0.6092 / -5.6434 eV
HOMO energy (alpha / beta)   -12.18 / -12.18 eV
E_tot   -117795.0080 eV
Spin multiplicity   2
Energy relative to the best compared isomer or geometry (same formula, charge and spin)   22.36 kJ/mol

Last column: Löwdin spin population.
Geometry (Å):
1 Na -0.766435 -0.291436 -1.331143  -0.003
2 As 2.008565 -2.932183 -1.336466  0.000
3 F 2.038559 -3.382526 0.404255  0.000
4 F 1.285620 -1.292121 -0.901971  0.000
5 F 1.841640 -2.628412 -3.044019  0.000
6 F 2.834494 -4.513830 -1.662927  0.000
7 F 0.349226 -3.597857 -1.477369  0.000
8 F 3.544942 -2.091163 -1.179034  0.000
9 O -1.324641 -0.334043 -5.466694  0.018
10 C -1.443976 -0.431732 -4.120337  0.023
11 O -1.774177 0.603134 -3.523465  0.339
12 O -1.212020 -1.482973 -3.487655  0.620
13 H -1.579712 0.589920 -5.413606  0.003
14 C -0.269191 1.826144 2.303255  0.000
15 C -0.188388 3.134545 1.519675  0.000
16 C -1.222397 3.242715 0.430618  0.000
17 F -1.071465 2.375472 -0.559741  0.000
18 F -2.471698 3.072720 0.926632  0.000
19 F -0.136787 4.189028 2.310074  0.000
20 F 1.036943 3.128409 0.947127  0.000
21 O -0.453172 0.732174 1.452848  0.000
22 C -0.618899 -0.556076 2.103375  0.000
23 C 0.667031 -1.180959 2.652885  0.000
24 F 1.275428 -0.513661 3.592587  0.000
25 F 0.562542 -2.451397 2.956707  0.000
26 F -1.648593 -0.534605 2.989313  0.000
27 F -0.976646 -1.272746 1.054222  0.000
28 H -1.139146 1.870369 2.958478  0.000
29 H 0.577694 1.694318 2.976689  0.000
30 H -1.160665 4.260114 0.044348  0.000
31 H 1.435322 -1.231343 1.881339  0.000

Atoms 1-3, force components in eV/Å:
Na 0.53 -0.18 0.51
As 0.66 -2.02 0.91
F -0.28 0.87 -1.54



Entry 6:
The following is a DFT calculation (ωB97M-V/def2-TZVPD) of the molecule C6H5BrClF3O2S at a distorted geometry.

Values from the calculation:
E_LUMO (alpha / beta)   -0.7646 / -4.5986 eV
HOMO energy (alpha / beta)   -6.56 / -10.38 eV
E_tot   -111944.3652 eV
Spin multiplicity   3

Last column: Löwdin spin population.
Geometry (Å):
1 C -1.510718 1.677279 -1.925557  0.492
2 C -0.945268 0.126746 -0.165685  0.228
3 C -1.743191 1.089487 -0.749320  0.237
4 C 0.168089 0.167947 0.595521  0.391
5 C 0.745447 -1.038535 1.357798  0.053
6 C 1.083409 1.419731 0.606544  0.037
7 O -1.175506 -2.587519 -0.597526  0.051
8 O -3.045958 -1.082502 -1.255167  0.017
9 F 1.838865 1.333387 1.753534  0.008
10 F 0.498739 2.550261 0.669290  0.012
11 F 1.981383 1.473165 -0.346726  0.020
12 S -2.027804 -1.465766 -0.297201  0.116
13 Cl -3.125158 -1.787866 1.465950  0.122
14 Br -3.252193 1.422064 0.425478  0.141
15 H -2.181039 2.313099 -2.495125  0.024
16 H -0.657236 1.328792 -2.452666  0.023
17 H 1.793663 -0.733414 1.562315  0.003
18 H 0.697399 -1.881639 0.686237  0.011
19 H 0.219933 -1.257206 2.299105  0.015

Atoms 1-3, force components in eV/Å:
C -0.26 1.94 -3.02
C -2.42 -1.48 -1.36
C -0.69 -0.69 3.72



Entry 7:
The following is a DFT calculation (ωB97M-V/def2-TZVPD) of a cluster of 2 separate species, C6H5Cl2FN2O2 in total at a distorted geometry.

Values from the calculation:
E_LUMO   -1.1939 eV
HOMO energy   -7.82 eV
E_tot   -41132.1643 eV
Energy relative to the best compared isomer or geometry (same formula, charge and spin)   420.37 kJ/mol

Last column: Löwdin charge in e.
Geometry (Å):
1 C -2.161374 -1.662625 1.587977  0.047
2 N -1.882640 -2.970349 1.803691  -0.462
3 O -2.253084 -3.809560 0.945253  0.001
4 O -1.316708 -3.309495 2.867420  0.002
5 H -2.082826 -1.016441 2.448030  0.085
6 H -2.895573 -1.453005 0.822511  0.084
7 Cl 2.100735 -0.797749 1.184659  0.763
8 C 1.525352 0.325853 0.006935  -0.625
9 N 0.203326 0.454893 -0.245806  -0.003
10 F -0.849930 -0.414441 0.576856  -0.152
11 C -0.227162 1.359007 -1.153581  -0.626
12 Cl -1.912609 1.564910 -1.476909  0.748
13 C 0.694455 2.133600 -1.838226  -0.088
14 C 2.061891 2.038532 -1.642230  -0.019
15 C 2.433550 1.106771 -0.688594  -0.087
16 H 0.313698 2.835170 -2.551207  0.102
17 H 2.777954 2.645468 -2.182607  0.125
18 H 3.470947 0.969464 -0.464174  0.103

Atoms 1-3, force components in eV/Å:
C 0.01 3.53 -0.94
N 0.47 -3.17 0.31
O 0.53 0.99 0.81



Entry 8:
The following is a DFT calculation (ωB97M-V/def2-TZVPD) of the molecule C6H5Cl2NO at a distorted geometry.

Values from the calculation:
E_LUMO   0.1858 eV
HOMO energy   -9.31 eV
E_tot   -34882.5109 eV
Energy relative to the best compared isomer or geometry (same formula, charge and spin)   0.00 kJ/mol

Last column: Löwdin charge in e.
Geometry (Å):
1 O 1.287686 -1.858871 0.947212  0.042
2 C 0.365222 -0.967970 0.336053  -0.241
3 C -1.014749 -1.214736 0.406771  -0.027
4 C -1.927289 -0.374026 -0.107173  -0.095
5 C -1.535309 0.835781 -0.709483  -0.070
6 C -0.165405 1.166033 -0.645733  -0.065
7 C 0.794133 0.225766 -0.190770  -0.345
8 N 2.294365 0.441258 -0.225494  -0.841
9 Cl 2.760631 1.431433 -1.605597  0.556
10 Cl 2.692832 1.261898 1.246265  0.581
11 H 0.834724 -2.046234 1.748032  0.078
12 H -1.245420 -2.074095 0.909296  0.093
13 H -2.941315 -0.551003 -0.061154  0.083
14 H -2.410669 1.551577 -1.016825  0.140
15 H 0.210562 2.173189 -1.031400  0.109

Atoms 1-3, force components in eV/Å:
O -0.87 1.56 -1.87
C 0.55 -0.42 0.76
C 2.39 0.51 -0.31



Entry 9:
The following is a DFT calculation (ωB97M-V/def2-TZVPD) of a structure of composition C6H5Cl2O3P at a distorted geometry.

Values from the calculation:
E_LUMO   4.6104 eV
HOMO energy   -2.26 eV
E_tot   -46781.1109 eV
Energy relative to the best compared isomer or geometry (same formula, charge and spin)   0.00 kJ/mol
Total charge   -2

Last column: Löwdin charge in e.
Geometry (Å):
1 C -0.327382 -0.273189 1.508186  -0.099
2 C 0.162367 -1.448688 0.768605  -0.187
3 C -0.588389 0.922265 0.894169  -0.121
4 C 1.097102 -1.523431 -0.206272  -0.811
5 C -0.251528 1.227464 -0.539190  -0.180
6 C 1.216035 1.278572 -0.576386  -0.475
7 O 3.423982 -0.176350 0.078553  -0.354
8 O 2.616681 -0.344318 -2.288536  -0.382
9 O 1.762711 2.343279 -0.349716  0.023
10 P 2.263960 -0.185153 -0.838769  0.285
11 Cl 1.767378 -2.900552 -0.756132  0.716
12 Cl -10.397566 -0.610952 -0.839033  -1.000
13 H -0.568477 -0.374973 2.574734  0.095
14 H -0.175045 -2.526850 0.952709  0.101
15 H -0.617674 1.798720 1.497476  0.088
16 H -0.842164 0.431237 -1.163347  0.156
17 H -0.541993 2.362923 -0.717046  0.147

Atoms 1-3, force components in eV/Å:
C -0.77 0.91 -1.32
C 0.01 -2.54 -0.66
C 1.66 -1.51 0.94



Entry 10:
The following is a DFT calculation (ωB97M-V/def2-TZVPD) of a structure of composition C6H5ClFNO2 at a distorted geometry.

Values from the calculation:
E_LUMO   -1.0095 eV
HOMO energy   -9.71 eV
E_tot   -27121.8783 eV
Energy relative to the best compared isomer or geometry (same formula, charge and spin)   131.19 kJ/mol

Last column: Löwdin charge in e.
Geometry (Å):
1 C -0.643059 1.631742 0.774202  -0.041
2 C 0.043763 1.659989 -0.379312  -0.098
3 C -0.664464 -0.827645 1.137076  0.152
4 C -1.004014 0.387980 1.457460  -0.319
5 C 0.247077 0.442235 -1.293743  -0.149
6 C 0.665213 -0.730739 -0.370176  -0.585
7 N 0.655754 -2.036996 -0.916100  -0.410
8 O 1.288098 -2.944814 -0.356841  0.041
9 O -0.189997 -2.282598 -1.785871  0.074
10 F -1.702819 0.528208 2.637153  0.036
11 Cl 2.130591 -0.406770 0.597203  0.725
12 H -0.817262 2.490618 1.302008  0.085
13 H 0.367471 2.688090 -0.723243  0.131
14 H -0.715506 -1.674741 1.761223  0.093
15 H -0.710540 0.358567 -1.744738  0.107
16 H 1.049694 0.716876 -2.096302  0.157

Atoms 1-3, force components in eV/Å:
C 0.92 -2.32 -1.29
C -0.21 1.26 -0.10
C 2.90 0.54 -3.72